P) DFT (ωB97M-V with the def2-TZVPD basis set) results for 4 unconnected molecules or ions with the total composition C6H15NO3.

Each atom is followed by the atoms it is bonded to, with distances in Å.
CARTESIAN COORDINATES (ANGSTROEM)
1 C 1.54387 -0.94220 1.21003  C2 1.501, H8 1.072, H9 1.089, H10 1.082
2 C 0.29844 -0.61092 0.44114  C1 1.501, C3 1.389, C6 1.410
3 C 0.14571 0.52312 -0.34541  C2 1.389, N4 1.352, H11 1.082
4 N -0.93236 0.31951 -1.13586  C3 1.352, C5 1.395, H12 1.007
5 C -1.61384 -0.83664 -0.75561  N4 1.395, C6 1.396, H13 1.090
6 C -0.84962 -1.41041 0.26233  C2 1.410, C5 1.396, C7 1.482
7 C -1.19094 -2.67288 0.95961  C6 1.482, H14 1.090, H15 1.093, H16 1.097
8 H 1.86046 -0.19715 1.91300  C1 1.072
9 H 2.40812 -1.21085 0.60430  C1 1.089
10 H 1.33764 -1.90383 1.66030  C1 1.082
11 H 0.96387 1.22412 -0.44888  C3 1.082
12 H -1.11635 0.82859 -1.98482  N4 1.007
13 H -2.68639 -0.69125 -0.62548  C5 1.090
14 H -2.10648 -3.16017 0.62391  C7 1.090
15 H -0.42186 -3.44576 0.89047  C7 1.093
16 H -1.28958 -2.51778 2.04089  C7 1.097
17 H 0.53916 -0.64814 -3.47141  O19 0.954
18 H 1.29402 -0.52765 -2.02974  O19 0.962
19 O 1.35796 -0.64724 -2.98170  H17 0.954, H18 0.962
20 H 2.12672 1.21146 2.01771  O22 0.967
21 H 3.05345 2.34962 1.66365  O22 0.964
22 O 2.16278 2.02280 1.49196  H20 0.967, H21 0.964
23 H -1.63925 2.53979 -0.05900  O25 0.969
24 H -2.36151 2.93753 1.17759  O25 0.966
25 O -1.57657 3.17636 0.66851  H23 0.969, H24 0.966

Kohn-Sham gap ... 9.02 eV
SMILES ... Cc1c[nH]cc1C.O.O.O
HOMO ... -8.393 eV
E_LUMO ... 0.629 eV

Q) DFT (ωB97M-V with the def2-TZVPD basis set) results for 2 unconnected molecules or ions with the total composition C6H15NO3.

Each atom is followed by the atoms it is bonded to, with distances in Å.
CARTESIAN COORDINATES (ANGSTROEM)
1 C -0.67141 -2.38858 -0.87665  C2 1.516, H6 1.098, H7 1.097, H8 1.097
2 C 0.50099 -1.66449 -0.24518  C1 1.516, N3 1.489, H9 1.097, H10 1.095
3 N 0.18111 -0.27080 0.16897  C2 1.489, C4 1.487, H16 1.037
4 C -0.85917 -0.12616 1.22177  N3 1.487, C5 1.516, H11 1.096, H12 1.096
5 C -0.58853 -0.92441 2.48202  C4 1.516, H13 1.098, H14 1.099, H15 1.097
6 H -1.48349 -2.57132 -0.16063  C1 1.098
7 H -1.07618 -1.81063 -1.71718  C1 1.097
8 H -0.31965 -3.35838 -1.25018  C1 1.097
9 H 0.87444 -2.20117 0.63532  C2 1.097
10 H 1.32915 -1.57525 -0.95594  C2 1.095
11 H -0.90174 0.94703 1.43988  C4 1.096
12 H -1.80535 -0.42267 0.75574  C4 1.096
13 H -0.70347 -2.00471 2.32309  C5 1.098
14 H 0.42596 -0.73236 2.85865  C5 1.099
15 H -1.30465 -0.61835 3.25508  C5 1.097
16 H 1.04681 0.03790 0.64847  N3 1.037
17 C 0.49467 1.11742 -1.21639  O18 1.249, O19 1.404, O24 1.358
18 O 1.44595 0.75015 -1.93762  C17 1.249
19 O 0.61870 2.22772 -0.36587  C17 1.404, C20 1.412
20 C 1.07282 3.40475 -0.99909  O19 1.412, H21 1.101, H22 1.096, H23 1.100
21 H 0.40258 3.70132 -1.82086  C20 1.101
22 H 1.07183 4.19365 -0.23803  C20 1.096
23 H 2.09263 3.27952 -1.39068  C20 1.100
24 O -0.78233 0.96589 -1.65246  C17 1.358, H25 1.185
25 H -1.06167 0.04394 -0.96224  O24 1.185

Kohn-Sham gap ... 10.06 eV
SMILES ... COC(=O)O.CCNCC
HOMO ... -9.413 eV
E_LUMO ... 0.646 eV

The structure shown above that is least stable: Q).